--- w ---
# C3H9O2S2

A 2-piece molecular cluster, C3H9O2S2 overall (ωB97M-V/def2-TZVPD, the Open Molecules 2025 dataset).

```
16
C3H9O2S2 | the Open Molecules 2025 dataset | ωB97M-V/def2-TZVPD
C 0.142 0.908 0.309
C 1.553 1.225 -0.149
O 2.270 1.835 0.929
C -0.873 0.798 -0.846
S -2.334 -0.307 -0.554
S -2.349 -0.882 1.397
H -0.291 1.701 0.926
H 0.080 0.070 1.002
H 2.026 0.259 -0.389
H 1.571 1.880 -1.017
H -0.427 0.463 -1.777
H -1.326 1.782 -0.941
H -0.184 -3.736 -0.508
H -1.311 -3.156 0.130
H 2.472 1.192 1.632
O -1.018 -4.033 -0.143
```

## Properties
LUMO energy: 3.29 eV
Charge: -1
Orbital gap: 5.62 eV
HOMO energy: -2.3310 eV

Löwdin atomic charge list, values in e, 5 entries:
1. C -0.310
2. C -0.277
3. O -0.102
4. C -0.584
5. S 0.133

***

--- x ---
# C3H9O2S2

A 2-piece molecular cluster, C3H9O2S2 overall (ωB97M-V/def2-TZVPD, the Open Molecules 2025 dataset).

```
16
C3H9O2S2 | the Open Molecules 2025 dataset | ωB97M-V/def2-TZVPD
C 0.956 -0.893 0.329
C 0.246 -0.704 -1.001
O -1.106 -1.060 -1.000
C 0.974 0.285 1.333
S -0.616 1.118 1.518
S -1.887 -0.301 2.188
H 1.998 -1.203 0.224
H 0.498 -1.705 0.889
H 0.388 0.273 -1.448
H 0.893 -1.258 -1.717
H 1.710 1.051 1.103
H 1.272 -0.193 2.277
H -0.687 2.473 -1.574
H -1.922 1.539 -1.158
H -1.354 -1.284 -0.085
O -1.362 1.861 -1.877
```

## Properties
LUMO energy: 3.50 eV
Charge: -1
Orbital gap: 6.03 eV
HOMO energy: -2.5223 eV

Löwdin atomic charge list, values in e, 5 entries:
1. C -0.279
2. C -0.341
3. O -0.113
4. C -0.613
5. S 0.166

***

Which of them is the most stable? Correct choice: x.

***

--- w ---
# C3H6N4

One molecule with the formula C3H6N4 (ωB97M-V/def2-TZVPD, the Open Molecules 2025 dataset).

```
13
C3H6N4 | the Open Molecules 2025 dataset | ωB97M-V/def2-TZVPD
H 1.512 1.833 1.953
N 1.299 1.669 0.936
C 0.589 0.738 0.574
C 0.400 0.487 -0.914
C -0.571 -0.779 -0.691
N -0.764 -1.700 -1.633
H -0.232 -1.564 -2.436
N -1.172 -0.778 0.588
N -0.096 -0.221 1.463
H -0.347 1.212 -1.326
H 1.217 0.244 -1.476
H -1.103 -1.599 1.031
H -0.730 0.459 1.932
```

## Properties
LUMO energy: 0.83 eV
Orbital gap: 10.44 eV
HOMO energy: -9.6145 eV

Löwdin atomic charge list, values in e, 5 entries:
1. H 0.084
2. N 0.137
3. C -0.461
4. C -0.008
5. C -0.353

***

--- x ---
# C3H6N4

One molecule with the formula C3H6N4 (ωB97M-V/def2-TZVPD, the Open Molecules 2025 dataset).

```
13
C3H6N4 | the Open Molecules 2025 dataset | ωB97M-V/def2-TZVPD
C 0.077 0.221 1.045
C -1.274 1.283 -0.814
C 1.075 -0.853 1.215
N -1.420 0.968 -2.118
N -0.527 0.056 -2.357
N 0.034 -0.292 -1.230
N -0.457 0.373 -0.146
H -0.305 0.731 1.943
H -1.995 1.820 -0.197
H 1.956 -0.704 0.655
H 0.619 -1.754 0.930
H 1.387 -1.001 2.159
H 0.830 -0.849 -1.086
```

## Properties
LUMO energy: 0.81 eV
Orbital gap: 7.71 eV
HOMO energy: -6.9014 eV

Löwdin atomic charge list, values in e, 5 entries:
1. C -0.162
2. C -0.148
3. C -0.105
4. N 0.007
5. N -0.047

***

Which of them is the most stable? Correct choice: w.

***

--- w ---
# C3H6N4

One molecule with the formula C3H6N4 (ωB97M-V/def2-TZVPD, the Open Molecules 2025 dataset).

```
13
C3H6N4 | the Open Molecules 2025 dataset | ωB97M-V/def2-TZVPD
C 0.176 1.174 -1.387
C 0.472 0.279 -0.273
N 1.681 -0.280 -0.107
C 1.446 -1.181 0.917
N 0.216 -1.267 1.303
N -0.436 -0.355 0.516
N -1.778 -0.119 0.574
H 1.127 1.312 -1.882
H -0.640 0.759 -2.061
H -0.176 2.197 -1.103
H 2.120 -1.852 1.389
H -2.219 -1.054 0.627
H -1.990 0.388 1.487
```

## Properties
LUMO energy: 0.93 eV
Orbital gap: 10.69 eV
HOMO energy: -9.7591 eV

Löwdin atomic charge list, values in e, 5 entries:
1. C -0.037
2. C -0.370
3. N 0.110
4. C -0.233
5. N 0.080

***

--- x ---
# C3H6N4

One molecule with the formula C3H6N4 (ωB97M-V/def2-TZVPD, the Open Molecules 2025 dataset).

```
13
C3H6N4 | the Open Molecules 2025 dataset | ωB97M-V/def2-TZVPD
H 2.396 -0.077 0.661
N 2.621 -0.441 1.662
C 1.470 -0.738 2.042
N 0.316 -0.285 1.328
C 0.106 -0.084 -0.059
N -1.057 0.080 -0.409
N -0.903 0.221 -1.934
C -1.912 0.761 -2.438
H 1.193 -1.339 3.065
H -0.563 -0.321 1.943
H 0.866 -0.166 -0.741
H -2.856 1.135 -1.796
H -1.676 1.253 -3.324
```

## Properties
LUMO energy: 1.01 eV
Orbital gap: 10.28 eV
HOMO energy: -9.2636 eV

Löwdin atomic charge list, values in e, 5 entries:
1. H 0.072
2. N 0.064
3. C -0.336
4. N -0.002
5. C -0.264

***

Which of them is the most stable? Correct choice: w.